No. 1
Density functional theory data (ωB97M-V/def2-TZVPD) for a structure of composition C5H7NO in a non-equilibrium geometry.

Calculated values
M = 97.1 g mol⁻¹
HOMO energy = -7.90 eV
DFT total energy = -324.58973 Eh
HOMO-LUMO gap = 0.31734 hartree

```
! RIJCOSX wB97M-V def2-TZVPD def2/J DEFGRID3
* xyz 0 1
O -0.743 -2.013 1.353
C -0.626 -1.198 0.499
C 0.987 -0.944 -0.610
N 0.744 0.445 -0.630
C -0.710 0.619 -0.936
C -0.961 0.372 0.549
C 0.479 0.851 0.796
H 1.029 -1.407 -1.610
H 1.934 -1.161 -0.071
H -1.135 -0.198 -1.537
H -0.914 1.597 -1.370
H -1.803 0.817 1.103
H 0.680 1.925 0.899
H 1.039 0.295 1.567
*
```

Atom charges from the Löwdin analysis, given in e for atoms 1 to 5: 0.087 -0.204 -0.054 -0.172 -0.145



No. 2
Density functional theory data (ωB97M-V/def2-TZVPD) for the molecule C5H10N2 in a non-equilibrium geometry.

Calculated values
M = 98.1 g mol⁻¹
HOMO energy = -6.55 eV
DFT total energy = -305.83668 Eh
HOMO-LUMO gap = 0.27454 hartree

```
! RIJCOSX wB97M-V def2-TZVPD def2/J DEFGRID3
* xyz 0 1
C 2.406 -0.988 -0.137
N 1.207 -0.182 -0.263
C 0.134 0.058 0.877
N -0.111 1.398 1.214
C -0.441 -0.727 -0.134
C -1.683 -0.086 -0.767
C -2.715 0.495 -0.144
H 1.176 0.464 -1.047
H 0.337 1.722 2.058
H -0.045 2.100 0.475
H -0.330 -1.806 -0.202
H -1.821 -0.237 -1.839
H 3.141 -0.691 -0.890
H 2.189 -2.046 -0.310
H 2.825 -0.885 0.868
H -2.666 0.621 0.931
H -3.604 0.789 -0.691
*
```

Atom charges from the Löwdin analysis, given in e for atoms 1 to 5: -0.098 -0.094 -0.356 0.010 -0.134



No. 3
Density functional theory data (ωB97M-V/def2-TZVPD) for a structure of composition C16H7F3N2OsS6.

Calculated values
M = 666.9 g mol⁻¹
HOMO energy (spin up / spin down) = -8.34 / -8.34 eV
DFT total energy = -3502.85716 Eh
HOMO-LUMO gap (spin up / spin down) = 0.22301 / 0.22304 hartree

```
! RIJCOSX wB97M-V def2-TZVPD def2/J DEFGRID3
* xyz 0 1
Os -0.631 -0.547 -0.051
S 2.077 3.647 -5.079
C 1.470 2.561 -4.030
S 2.445 1.741 -2.840
C 1.168 0.790 -2.143
C -0.066 0.950 -2.667
S -1.384 0.024 -2.081
S -0.205 2.102 -3.973
S 1.425 -0.349 -0.871
F -0.901 1.742 4.785
C 0.322 2.005 4.297
F 0.841 2.997 5.035
F 1.077 0.916 4.504
C 0.266 2.376 2.839
C 0.712 3.610 2.398
C 0.660 3.914 1.046
C 0.174 2.961 0.172
N -0.271 1.774 0.588
C -0.236 1.489 1.890
S -0.852 -0.132 2.182
H 1.100 4.325 3.110
H 0.997 4.870 0.673
H 0.127 3.145 -0.893
N -1.734 -7.783 1.012
C -1.544 -6.670 0.798
C -1.305 -5.276 0.530
C -2.381 -4.402 0.377
C -2.142 -3.068 0.107
C -0.838 -2.564 0.014
C 0.225 -3.462 0.149
C -0.002 -4.803 0.409
H -3.393 -4.776 0.458
H -2.992 -2.408 -0.037
H 1.246 -3.116 0.044
H 0.828 -5.490 0.516
*
```

Atom charges from the Löwdin analysis, given in e for atoms 1 to 5: 0.673 0.585 -1.499 0.915 -1.119



No. 4
Density functional theory data (ωB97M-V/def2-TZVPD) for a structure of composition C46H46MnN8S3Se.

Calculated values
M = 941.0 g mol⁻¹
HOMO energy (spin up / spin down) = -15.94 / -15.96 eV
DFT total energy = -6964.45839 Eh
HOMO-LUMO gap (spin up / spin down) = 0.25807 / 0.29084 hartree

```
! RIJCOSX wB97M-V def2-TZVPD def2/J DEFGRID3
* xyz 3 5
Mn 0.378 0.613 0.147
N -0.266 -0.983 0.816
S -1.340 -1.926 1.151
N -2.603 -1.358 1.982
S -3.851 -0.663 1.391
N -3.686 0.479 0.354
S -2.633 1.687 0.490
N -1.277 1.457 -0.045
C -3.464 2.923 -0.432
C -4.729 2.708 -0.961
C -5.298 3.715 -1.728
C -4.611 4.902 -1.942
C -3.348 5.105 -1.388
C -2.758 4.110 -0.630
C -2.655 2.247 2.171
C -3.426 3.344 2.542
C -3.396 3.754 3.869
C -2.629 3.058 4.796
C -1.879 1.950 4.409
C -1.873 1.544 3.086
C -4.732 -0.139 2.821
C -5.831 0.685 2.594
C -6.582 1.086 3.685
C -6.234 0.663 4.965
C -5.137 -0.168 5.166
C -4.368 -0.582 4.088
C -4.936 -1.782 0.578
C -5.404 -1.533 -0.705
C -6.313 -2.430 -1.250
C -6.732 -3.533 -0.517
C -6.251 -3.760 0.771
C -5.347 -2.878 1.335
C -1.972 -2.764 -0.275
C -2.445 -4.070 -0.204
C -3.004 -4.628 -1.346
C -3.081 -3.889 -2.520
C -2.594 -2.587 -2.572
C -2.034 -2.011 -1.444
C -0.776 -3.161 2.254
C -1.666 -3.842 3.082
C -1.173 -4.874 3.863
C 0.178 -5.209 3.806
C 1.049 -4.515 2.973
C 0.573 -3.484 2.179
H -5.255 1.781 -0.775
H -6.284 3.573 -2.152
H -5.063 5.681 -2.546
H -2.829 6.043 -1.545
H -1.773 4.244 -0.190
H -4.039 3.869 1.816
H -3.982 4.613 4.178
H -2.615 3.381 5.831
H -1.292 1.406 5.144
H -1.291 0.688 2.771
H -6.099 0.993 1.587
H -7.447 1.723 3.535
H -6.828 0.983 5.814
H -4.883 -0.502 6.165
H -3.504 -1.222 4.222
H -5.057 -0.670 -1.260
H -6.700 -2.261 -2.248
H -7.449 -4.222 -0.949
H -6.593 -4.616 1.339
H -4.985 -3.026 2.349
H -2.360 -4.655 0.705
H -3.364 -5.650 -1.320
H -3.513 -4.336 -3.407
H -2.643 -2.025 -3.496
H -1.646 -1.002 -1.463
H -2.709 -3.553 3.133
H -1.840 -5.419 4.519
H 0.554 -6.023 4.416
H 2.098 -4.783 2.940
H 1.225 -2.943 1.502
C 1.380 4.177 -1.532
C 2.250 2.935 -1.635
C 2.755 2.765 -3.065
C 3.398 2.969 -0.638
N 1.340 1.760 -1.305
N 1.900 0.440 -1.396
H 1.956 5.040 -1.868
H 1.063 4.367 -0.506
H 0.494 4.099 -2.174
H 3.328 3.647 -3.353
H 1.927 2.663 -3.774
H 3.422 1.904 -3.169
H 3.943 3.905 -0.757
H 4.125 2.167 -0.803
H 3.034 2.920 0.391
H 0.570 1.801 -1.968
H 2.855 0.468 -1.064
H 1.897 0.061 -2.334
Se 2.361 -0.147 3.051
N 1.598 1.021 1.927
C 1.603 2.207 2.534
C 1.061 3.422 2.011
C 1.177 4.551 2.751
C 1.814 4.561 4.043
C 2.311 3.434 4.593
C 2.216 2.213 3.848
N 2.667 1.050 4.277
H 0.542 3.410 1.064
H 0.772 5.480 2.368
H 1.892 5.499 4.578
H 2.792 3.429 5.562
*
```

Atom charges from the Löwdin analysis, given in e for atoms 1 to 5: 0.804 -0.364 0.821 -0.348 0.912



No. 5
Density functional theory data (ωB97M-V/def2-TZVPD) for a structure of composition C34H28HfN2O7S2 in a non-equilibrium geometry.

Calculated values
M = 819.2 g mol⁻¹
HOMO energy = -1.38 eV
DFT total energy = -2793.21233 Eh
HOMO-LUMO gap = 0.21041 hartree

```
! RIJCOSX wB97M-V def2-TZVPD def2/J DEFGRID3
* xyz -2 1
Hf 0.604 -0.850 -0.007
O 4.873 0.023 0.383
C 3.685 0.026 0.699
O 2.689 -0.087 -0.093
C 3.327 0.256 2.184
C 2.135 1.219 2.251
C 1.973 1.812 3.652
C 1.477 0.578 4.443
C 1.365 -0.475 3.328
O 1.010 0.323 2.181
C 2.763 -0.985 2.947
C 2.630 -2.282 2.123
O 3.258 -3.269 2.495
O 1.841 -2.230 1.114
H 4.214 0.659 2.670
H 2.103 1.939 1.443
H 1.217 2.598 3.624
H 2.907 2.231 4.028
H 0.507 0.758 4.907
H 2.181 0.256 5.210
H 0.620 -1.243 3.499
H 3.360 -1.231 3.823
S -1.204 -1.634 1.760
C -2.816 -1.312 1.161
C -3.889 -1.435 2.052
C -5.195 -1.169 1.672
C -5.456 -0.766 0.368
C -4.408 -0.650 -0.530
C -3.081 -0.925 -0.171
S -1.831 -0.757 -1.380
H -3.667 -1.743 3.067
H -6.002 -1.265 2.391
H -6.470 -0.541 0.054
H -4.593 -0.332 -1.550
O 1.279 -1.278 -2.036
N 1.069 -2.422 -2.577
N 0.448 -3.240 -1.832
O 0.054 -2.954 -0.635
C 0.183 -4.539 -2.346
C 0.481 -4.879 -3.665
C 0.212 -6.161 -4.107
C -0.351 -7.101 -3.252
C -0.651 -6.748 -1.944
C -0.387 -5.467 -1.486
H 0.913 -4.131 -4.313
H 0.439 -6.435 -5.130
H -0.555 -8.104 -3.605
H -1.093 -7.476 -1.277
H -0.609 -5.155 -0.475
C 0.466 5.272 -4.084
C -0.560 4.928 -3.212
C -0.484 3.776 -2.448
C 0.627 2.928 -2.526
C 1.639 3.276 -3.431
C 1.567 4.431 -4.192
C 0.772 1.686 -1.752
C 0.245 1.357 -0.555
C -0.417 2.342 0.312
C 0.220 3.553 0.634
C -0.323 4.440 1.548
C -1.531 4.157 2.172
C -2.187 2.974 1.853
C -1.642 2.083 0.943
H 0.402 6.174 -4.682
H -1.434 5.566 -3.135
H -1.300 3.510 -1.788
H 2.499 2.621 -3.521
H 2.372 4.680 -4.874
H 1.394 0.952 -2.253
H 1.160 3.786 0.146
H 0.204 5.361 1.780
H -1.950 4.843 2.900
H -3.130 2.732 2.330
H -2.170 1.167 0.714
*
```

Atom charges from the Löwdin analysis, given in e for atoms 1 to 5: 1.468 0.024 -0.593 -0.135 -0.092



No. 6
Density functional theory data (ωB97M-V/def2-TZVPD) for a structure of composition C20H51N4O6P2PdSSi.

Calculated values
M = 672.2 g mol⁻¹
HOMO energy (spin up / spin down) = -11.31 / -11.50 eV
DFT total energy = -2961.53873 Eh
HOMO-LUMO gap (spin up / spin down) = 0.35664 / 0.24179 hartree

```
! RIJCOSX wB97M-V def2-TZVPD def2/J DEFGRID3
* xyz 1 3
Pd -0.120 -1.590 0.782
C 3.041 -1.730 -0.071
C 2.750 -0.380 0.561
C 3.864 0.602 0.231
C 2.546 -0.491 2.064
O 1.466 0.071 -0.026
Si 1.064 1.649 -0.318
S -1.596 0.151 1.372
O 1.954 2.382 -1.428
C 2.002 2.477 -2.872
C 0.945 3.472 -3.324
C 1.758 1.105 -3.483
C 3.398 2.980 -3.199
O 1.136 2.407 1.094
C 1.236 3.808 1.464
C 0.867 3.859 2.937
C 2.667 4.270 1.240
C 0.253 4.618 0.634
H 3.975 -2.130 0.325
H 3.141 -1.626 -1.153
H 2.260 -2.462 0.145
H 4.796 0.223 0.651
H 3.676 1.586 0.660
H 3.990 0.704 -0.847
H 3.465 -0.831 2.540
H 1.769 -1.227 2.306
H 2.257 0.473 2.482
H -0.055 3.106 -3.084
H 1.008 3.619 -4.403
H 1.099 4.436 -2.838
H 0.739 0.771 -3.281
H 2.464 0.374 -3.082
H 1.888 1.151 -4.564
H 3.566 3.956 -2.743
H 3.522 3.074 -4.278
H 4.151 2.286 -2.822
H 1.562 3.256 3.523
H -0.141 3.471 3.086
H 0.908 4.886 3.302
H 3.354 3.669 1.837
H 2.776 5.311 1.546
H 2.940 4.185 0.187
H -0.761 4.258 0.807
H 0.485 4.546 -0.431
H 0.297 5.669 0.921
C -3.348 -0.887 -1.953
N -2.010 -0.357 -1.684
C -0.940 -1.235 -2.148
P -1.794 0.781 -0.523
O -0.493 1.557 -0.940
O -1.964 -2.939 0.442
P -1.200 -4.011 1.213
O 0.298 -3.577 1.155
N -1.316 -5.521 0.586
C -0.801 -5.718 -0.769
C -2.437 -6.389 0.932
N -1.705 -4.095 2.770
C -2.962 -3.485 3.190
C -0.772 -4.419 3.841
N -3.056 1.820 -0.644
C -2.863 3.223 -1.017
C -4.236 1.606 0.205
H -3.375 -1.224 -2.990
H -4.097 -0.109 -1.838
H -3.577 -1.733 -1.300
H -1.020 -1.337 -3.232
H -1.024 -2.228 -1.699
H 0.038 -0.814 -1.925
H 0.072 -5.088 -0.927
H -1.554 -5.485 -1.529
H -0.497 -6.758 -0.890
H -2.660 -6.303 1.992
H -2.160 -7.421 0.719
H -3.337 -6.151 0.356
H -3.597 -3.303 2.327
H -2.792 -2.529 3.694
H -3.482 -4.152 3.880
H 0.113 -4.903 3.435
H -1.243 -5.098 4.554
H -0.459 -3.518 4.377
H -2.025 3.328 -1.700
H -2.694 3.849 -0.138
H -3.765 3.571 -1.521
H -4.330 0.560 0.486
H -5.126 1.898 -0.353
H -4.176 2.203 1.119
*
```

Atom charges from the Löwdin analysis, given in e for atoms 1 to 5: 0.809 -0.016 -0.600 -0.014 -0.013